DFT (the ωB97M-V functional and the def2-TZVPD basis) results for a structure of composition C10H22F6N2ORuSb at a distorted geometry.

The HOMO-LUMO gap (spin up / spin down) is 7.15 / 7.31 eV. As for the multiplicity: 5. Its expectation value of S² is 6.016. Its net charge is +3. The value obtained for the energy relative to the best compared isomer or geometry (same formula, charge and spin) is 6.14 kcal/mol. As for the largest force on an atom: 1.06 eV/A.

Geometry (Å):
Ru (0.603, -1.120, 0.487)
N (2.612, -1.658, 0.285)
C (3.461, -0.640, 1.000)
C (3.253, -0.701, 2.508)
C (1.924, -0.141, 3.000)
N (0.756, -0.972, 2.552)
H (2.820, -2.594, 0.645)
H (2.860, -1.691, -0.708)
H (3.216, 0.348, 0.598)
H (4.511, -0.820, 0.766)
H (4.050, -0.122, 2.975)
H (3.377, -1.732, 2.858)
H (1.770, 0.879, 2.644)
H (1.927, -0.106, 4.090)
H (-0.116, -0.577, 2.913)
H (0.827, -1.911, 2.953)
C (0.559, 4.334, -0.858)
Sb (-0.611, 2.635, -1.394)
C (-1.988, 2.601, 0.249)
C (-1.386, 3.141, -3.313)
H (-0.121, 5.180, -0.979)
H (1.409, 4.437, -1.527)
H (0.883, 4.251, 0.176)
H (-2.944, 2.965, -0.128)
H (-1.581, 3.282, 0.992)
H (-2.103, 1.595, 0.641)
H (-2.061, 3.981, -3.138)
H (-1.905, 2.299, -3.762)
H (-0.533, 3.443, -3.916)
C (-3.287, -2.092, -0.581)
C (-1.784, -1.897, -0.624)
O (-1.264, -0.927, 0.285)
C (-1.298, -1.386, -1.993)
F (-1.864, -0.221, -2.289)
F (-1.418, -2.213, -2.981)
F (0.087, -1.054, -1.840)
C (-1.115, -3.298, -0.319)
F (0.127, -3.392, -0.885)
F (-1.821, -4.317, -0.687)
F (-0.866, -3.358, 1.015)
H (-3.796, -1.145, -0.757)
H (-3.585, -2.477, 0.393)
H (-3.585, -2.808, -1.346)

Mulliken population analysis, charges in e, atoms 1 to 5: Ru 1.113; N -0.526; C -0.629; C -0.546; C -0.593